#P
An isolated ion of composition C6H14NO and charge -1, computed with ωB97M-V/def2-TZVPD.

Values from the calculation:
SMILES string   CCCC[C@@H](N)C[O-]
Total charge   -1
LUMO   0.1346 hartree
Frontier orbital gap   5.991 eV

Positions of all 22 atoms, in Å:
C (0.094, -0.264, -2.633)
O (-0.017, 1.046, -2.882)
C (-0.544, -0.754, -1.296)
C (-0.184, 0.403, -0.284)
C (-0.582, 0.252, 1.208)
C (0.461, 0.747, 2.171)
C (1.757, -0.060, 2.208)
N (-2.003, -0.854, -1.490)
H (-0.352, -0.938, -3.469)
H (1.113, -0.648, -2.752)
H (-0.142, -1.635, -0.773)
H (0.914, 0.332, -0.324)
H (-0.536, 1.337, -0.698)
H (-1.040, -0.743, 1.340)
H (-1.413, 0.922, 1.398)
H (0.114, 0.908, 3.189)
H (0.776, 1.773, 1.912)
H (2.209, -0.099, 1.225)
H (2.452, 0.154, 3.033)
H (1.586, -1.096, 2.446)
H (-2.126, -0.665, -2.481)
H (-2.539, -0.117, -1.048)

Partial atomic charges computed with the Mulliken method, in multiples of e:
1. C -0.994
2. O -0.875
3. C 0.276
4. C -0.840
5. C -0.424
6. C -0.509
7. C -1.222
8. N -0.794
9. H 0.368
10. H 0.289
11. H 0.301
12. H 0.054
13. H 0.493
14. H 0.401
15. H 0.233
16. H 0.386
17. H 0.252
18. H 0.331
19. H 0.363
20. H 0.307
21. H 0.367
22. H 0.237

---

#Q
C6H14NO as an isolated structure, computed with ωB97M-V/def2-TZVPD.

Values from the calculation:
Total charge   -1
LUMO   0.1066 hartree
Frontier orbital gap   4.973 eV

Positions of all 22 atoms, in Å:
C (0.902, -0.157, -0.712)
C (0.828, -1.706, -0.927)
C (2.055, -2.235, -0.148)
O (3.198, -1.518, -0.267)
C (-0.180, -1.009, -0.094)
N (-2.446, 0.374, 0.731)
C (-2.235, 1.695, 0.646)
C (-2.105, 2.557, 1.895)
H (1.480, 0.369, -0.022)
H (0.643, 0.366, -1.636)
H (2.280, -0.300, -3.209)
H (0.650, -1.991, -1.970)
H (2.158, -3.331, -0.389)
H (1.681, -2.203, 0.933)
H (-1.191, -0.803, -0.564)
H (-0.082, -1.073, 1.017)
H (2.717, -0.255, -2.597)
H (-1.369, 0.711, 0.870)
H (-2.789, 2.219, -0.194)
H (-3.107, 2.844, 2.224)
H (-1.512, 3.464, 1.734)
H (-1.577, 1.982, 2.677)

Partial atomic charges computed with the Mulliken method, in multiples of e:
1. C -0.588
2. C 0.158
3. C -0.649
4. O -0.853
5. C -1.110
6. N -0.561
7. C 0.338
8. C -1.012
9. H 0.288
10. H 0.365
11. H 0.062
12. H 0.415
13. H 0.248
14. H 0.106
15. H 0.468
16. H 0.215
17. H -0.077
18. H -0.032
19. H 0.311
20. H 0.272
21. H 0.296
22. H 0.341

---

In terms of stability, #P leads; the second structure lies 136.6 kcal/mol higher.